one) The following is a DFT calculation (the ωB97M-V functional and the def2-TZVPD basis) of an isolated molecule of C2H4N4O.

Geometry (Å):
C  -0.934  1.721  0.584
O  0.303  0.929  0.760
C  0.393  -0.273  0.251
N  1.497  -1.028  0.693
N  1.550  -2.085  -0.139
N  0.602  -1.783  -1.052
N  -0.160  -0.701  -0.872
H  -0.941  2.498  1.405
H  -1.672  0.873  0.573
H  -0.881  2.325  -0.424
H  0.243  -2.477  -1.780

Its HOMO-LUMO gap is 0.389 Ha. Its SMILES is COc1nn[nH]n1. As for the spin multiplicity: 1.


two) The following is a DFT calculation (the ωB97M-V functional and the def2-TZVPD basis) of an isolated molecule of C2H4N4O.

Geometry (Å):
N  -2.121  -0.196  0.204
C  -0.767  0.103  -0.110
N  -0.505  1.318  -0.125
N  0.864  1.431  0.074
C  1.340  0.194  -0.050
O  2.573  -0.266  0.065
N  0.385  -0.726  -0.057
H  -2.607  -1.148  -0.313
H  -2.735  0.591  0.190
H  3.145  0.439  0.208
H  0.429  -1.740  -0.086

Its HOMO-LUMO gap is 0.329 Ha. Its SMILES is Nc1nnc(O)[nH]1. As for the spin multiplicity: 1.


Of the structures shown above, two) is the most stable.